1.
This record from OMol25 describes a 7-piece molecular cluster, C42H35F7 overall in a non-equilibrium geometry. The level of theory is ωB97M-V/def2-TZVPD.

## Properties
Electronic energy: -63141.028 eV
⟨S²⟩: 0.758
Total charge: -1
Relative energy (zero: lowest compared OMol25 entry of this formula, charge and spin): 30.9 kJ/mol
LUMO (spin up / spin down): 2.5 / 2.5 eV
Spin multiplicity: 2

Atoms and positions in Å:
F (-3.111, 3.803, -2.049)
C (-3.287, 3.967, -3.398)
C (-4.107, 5.007, -3.839)
C (-4.158, 5.278, -5.234)
C (-3.497, 4.447, -6.125)
C (-2.633, 3.435, -5.681)
C (-2.457, 3.246, -4.278)
H (-4.753, 5.538, -3.155)
H (-4.914, 5.959, -5.598)
H (-3.650, 4.613, -7.181)
H (-1.973, 2.955, -6.388)
H (-1.715, 2.577, -3.867)
F (-3.202, 2.913, 4.209)
C (-2.144, 2.628, 5.012)
C (-1.630, 1.365, 4.866)
C (-0.616, 0.904, 5.670)
C (-0.169, 1.694, 6.749)
C (-0.729, 2.965, 6.892)
C (-1.550, 3.489, 5.922)
H (-2.057, 0.781, 4.063)
H (-0.159, -0.058, 5.490)
H (0.663, 1.380, 7.362)
H (-0.366, 3.681, 7.613)
H (-1.889, 4.505, 6.059)
F (-0.508, -3.899, 5.107)
C (-0.268, -4.174, 3.804)
C (0.611, -5.170, 3.488)
C (0.850, -5.541, 2.183)
C (0.200, -4.846, 1.196)
C (-0.622, -3.733, 1.444)
C (-0.769, -3.374, 2.819)
H (1.174, -5.593, 4.307)
H (1.461, -6.412, 2.001)
H (0.145, -5.203, 0.178)
H (-1.017, -3.253, 0.561)
H (-1.306, -2.531, 3.230)
F (-2.111, 1.388, 1.518)
C (-1.062, 1.018, 0.718)
C (-0.269, 0.000, 1.213)
C (0.836, -0.449, 0.509)
C (1.136, 0.147, -0.700)
C (0.430, 1.253, -1.196)
C (-0.725, 1.665, -0.537)
H (-0.651, -0.438, 2.123)
H (1.423, -1.215, 0.993)
H (2.022, -0.126, -1.254)
H (0.653, 1.662, -2.170)
H (-1.347, 2.434, -0.970)
F (-8.434, 3.633, -1.556)
C (-7.241, 3.061, -1.234)
C (-6.953, 1.782, -1.680)
C (-5.775, 1.210, -1.214)
C (-5.032, 1.841, -0.216)
C (-5.353, 3.117, 0.240)
C (-6.481, 3.753, -0.297)
H (-7.631, 1.154, -2.238)
H (-5.531, 0.182, -1.436)
H (-4.186, 1.362, 0.254)
H (-4.653, 3.609, 0.900)
H (-6.716, 4.744, 0.063)
F (9.084, -1.281, -2.785)
C (7.768, -1.266, -2.760)
C (7.174, -0.137, -2.223)
C (5.806, -0.017, -2.250)
C (5.040, -1.014, -2.898)
C (5.685, -2.119, -3.413)
C (7.066, -2.282, -3.340)
H (7.673, 0.668, -1.702)
H (5.350, 0.864, -1.822)
H (3.961, -1.046, -2.918)
H (5.035, -2.854, -3.865)
H (7.614, -2.910, -4.026)
F (2.776, -4.682, -2.214)
C (3.449, -4.413, -1.081)
C (4.680, -4.940, -0.867)
C (5.455, -4.474, 0.162)
C (4.942, -3.462, 0.974)
C (3.704, -2.938, 0.746)
C (2.903, -3.445, -0.245)
H (5.033, -5.669, -1.582)
H (6.483, -4.787, 0.266)
H (5.635, -2.993, 1.658)
H (3.487, -2.056, 1.331)
H (1.999, -2.878, -0.410)

***

2.
This record from OMol25 describes C42H36BN4OP2PdS as an isolated structure in a non-equilibrium geometry. The level of theory is ωB97M-V/def2-TZVPD.

## Properties
Electronic energy: -85709.732 eV
⟨S²⟩: 2.011
Total charge: +1
Relative energy (zero: lowest compared OMol25 entry of this formula, charge and spin): 0.0 kJ/mol
LUMO (spin up / spin down): -2.8 / -4.4 eV
Spin multiplicity: 3

Atoms and positions in Å:
Pd (0.275, -0.201, -0.158)
O (-1.188, 0.112, -3.239)
S (-1.370, 0.447, -1.824)
C (-1.454, 2.270, -1.717)
C (-2.525, 3.014, -2.191)
C (-2.488, 4.397, -2.144)
C (-1.378, 5.050, -1.628)
C (-0.290, 4.315, -1.192)
C (-0.308, 2.923, -1.246)
P (1.194, 1.974, -0.803)
C (2.269, 2.084, -2.263)
C (2.582, 0.896, -2.917)
C (3.451, 0.903, -3.998)
C (4.018, 2.097, -4.416)
C (3.693, 3.288, -3.779)
C (2.814, 3.287, -2.709)
C (1.979, 2.936, 0.515)
C (3.354, 3.158, 0.562)
C (3.914, 3.765, 1.676)
C (3.119, 4.129, 2.751)
C (1.751, 3.893, 2.717)
C (1.183, 3.298, 1.606)
C (-2.999, -0.178, -1.302)
C (-4.179, 0.214, -1.917)
C (-5.394, -0.258, -1.448)
C (-5.427, -1.142, -0.381)
C (-4.248, -1.623, 0.164)
C (-3.017, -1.167, -0.307)
P (-1.463, -1.903, 0.302)
C (-0.856, -2.971, -1.043)
C (0.308, -3.688, -0.741)
C (0.889, -4.501, -1.698)
C (0.315, -4.602, -2.960)
C (-0.836, -3.892, -3.262)
C (-1.424, -3.073, -2.309)
C (-1.951, -3.059, 1.613)
C (-2.177, -4.411, 1.367)
C (-2.533, -5.247, 2.414)
C (-2.657, -4.744, 3.702)
C (-2.429, -3.398, 3.950)
C (-2.070, -2.556, 2.910)
H (-3.393, 2.540, -2.614)
H (-3.332, 4.962, -2.515)
H (-1.356, 6.131, -1.579)
H (0.583, 4.819, -0.797)
H (2.130, -0.028, -2.578)
H (3.687, -0.020, -4.511)
H (4.712, 2.102, -5.246)
H (4.131, 4.219, -4.114)
H (2.544, 4.217, -2.224)
H (3.988, 2.846, -0.256)
H (4.981, 3.947, 1.708)
H (3.566, 4.585, 3.624)
H (1.133, 4.165, 3.563)
H (0.116, 3.110, 1.578)
H (-4.160, 0.847, -2.789)
H (-6.311, 0.063, -1.923)
H (-6.376, -1.494, 0.002)
H (-4.278, -2.374, 0.941)
H (0.746, -3.612, 0.248)
H (1.792, -5.051, -1.468)
H (0.771, -5.239, -3.707)
H (-1.288, -3.980, -4.242)
H (-2.320, -2.520, -2.559)
H (-2.087, -4.810, 0.365)
H (-2.711, -6.297, 2.222)
H (-2.927, -5.406, 4.514)
H (-2.518, -3.006, 4.954)
H (-1.880, -1.506, 3.103)
B (2.036, -0.397, 3.193)
N (0.632, 0.283, 3.021)
C (0.004, 0.859, 4.058)
C (-1.236, 1.313, 3.636)
C (-1.289, 0.966, 2.290)
N (-0.153, 0.343, 1.951)
N (2.531, -1.155, 1.921)
C (3.582, -1.986, 1.955)
C (3.860, -2.417, 0.669)
C (2.906, -1.779, -0.118)
N (2.116, -1.031, 0.658)
H (2.835, 0.462, 3.464)
H (1.917, -1.212, 4.068)
H (0.476, 0.903, 5.025)
H (-1.985, 1.825, 4.216)
H (-2.078, 1.122, 1.570)
H (4.072, -2.220, 2.885)
H (4.648, -3.078, 0.355)
H (2.737, -1.845, -1.180)

***

3.
This record from OMol25 describes C42H36F3N9PPbSSb as an isolated structure. The level of theory is ωB97M-V/def2-TZVPD.

## Properties
Electronic energy: -97599.718 eV
Total charge: +2
LUMO: -5.1 eV
Spin multiplicity: 1

Atoms and positions in Å:
Pb (-0.273, 0.867, 0.316)
C (0.777, 6.257, 2.298)
N (0.098, 5.185, 1.565)
C (-0.886, 5.375, 0.633)
C (-1.235, 4.139, 0.182)
N (-0.479, 3.204, 0.833)
C (0.330, 3.857, 1.664)
P (1.597, 3.159, 2.783)
C (0.626, 1.802, 3.515)
N (-0.143, 0.930, 2.881)
C (-0.716, 0.136, 3.836)
C (-0.284, 0.541, 5.066)
N (0.561, 1.592, 4.854)
C (1.273, 2.321, 5.907)
C (2.611, 2.320, 1.517)
N (2.170, 1.760, 0.400)
C (3.270, 1.431, -0.340)
C (4.393, 1.800, 0.343)
N (3.967, 2.362, 1.513)
C (4.844, 2.887, 2.562)
H (0.356, 7.204, 1.976)
H (0.620, 6.143, 3.367)
H (1.842, 6.250, 2.078)
H (-1.246, 6.356, 0.376)
H (-1.972, 3.868, -0.554)
H (-1.371, -0.681, 3.586)
H (-0.500, 0.173, 6.054)
H (0.964, 1.917, 6.866)
H (2.347, 2.189, 5.799)
H (1.025, 3.378, 5.871)
H (3.194, 0.966, -1.309)
H (5.438, 1.714, 0.099)
H (5.847, 2.508, 2.390)
H (4.863, 3.974, 2.536)
H (4.507, 2.547, 3.537)
N (-2.632, 1.430, -3.746)
C (-1.742, 1.393, -4.856)
C (-2.214, 1.040, -6.106)
C (-1.338, 0.982, -7.183)
C (0.008, 1.251, -7.001)
C (0.482, 1.587, -5.738)
C (-0.398, 1.676, -4.673)
S (0.170, 2.195, -3.084)
N (-1.015, 1.517, -2.066)
C (-2.211, 1.288, -2.466)
C (-3.219, 0.823, -1.448)
C (-4.435, 0.269, -1.808)
C (-5.332, -0.097, -0.813)
C (-4.983, 0.095, 0.510)
C (-3.729, 0.616, 0.785)
N (-2.865, 0.969, -0.163)
H (-3.600, 1.256, -3.954)
H (-3.264, 0.812, -6.245)
H (-1.714, 0.717, -8.161)
H (0.694, 1.199, -7.835)
H (1.534, 1.798, -5.588)
H (-4.695, 0.093, -2.842)
H (-6.287, -0.531, -1.075)
H (-5.656, -0.164, 1.315)
H (-3.398, 0.753, 1.809)
F (-1.263, -8.792, 0.864)
C (-1.164, -7.462, 0.765)
C (-2.241, -6.686, 1.141)
C (-2.126, -5.306, 1.032)
C (-0.954, -4.723, 0.558)
C (0.117, -5.542, 0.189)
C (0.018, -6.919, 0.290)
Sb (-0.785, -2.619, 0.394)
C (-0.244, -2.542, -1.676)
C (-0.891, -3.435, -2.535)
C (-0.736, -3.354, -3.912)
C (0.079, -2.366, -4.428)
F (0.229, -2.275, -5.757)
C (0.746, -1.468, -3.620)
C (0.570, -1.560, -2.246)
C (1.086, -2.432, 1.415)
C (1.144, -2.951, 2.711)
C (2.249, -2.739, 3.523)
C (3.298, -1.991, 3.024)
F (4.364, -1.762, 3.809)
C (3.292, -1.477, 1.745)
C (2.176, -1.703, 0.946)
H (-3.141, -7.160, 1.507)
H (-2.968, -4.688, 1.324)
H (1.039, -5.108, -0.181)
H (0.832, -7.573, 0.011)
H (-1.521, -4.220, -2.130)
H (-1.230, -4.047, -4.581)
H (1.387, -0.719, -4.067)
H (1.094, -0.839, -1.629)
H (0.321, -3.541, 3.101)
H (2.309, -3.148, 4.523)
H (4.152, -0.930, 1.381)
H (2.193, -1.319, -0.066)

***

4.
This record from OMol25 describes a 3-piece molecular cluster, C42H36FN4O5S overall in a non-equilibrium geometry. The level of theory is ωB97M-V/def2-TZVPD.

## Properties
Electronic energy: -73880.438 eV
Total charge: +1
Relative energy (zero: lowest compared OMol25 entry of this formula, charge and spin): 0.0 kJ/mol
LUMO: -4.7 eV
Spin multiplicity: 1

Atoms and positions in Å:
C (-2.687, -1.461, -1.727)
C (-1.528, -1.050, -0.803)
C (-1.687, -0.943, 0.665)
C (-0.442, -0.560, 1.324)
C (-0.519, -0.455, 2.899)
C (0.436, -1.608, 3.445)
C (-0.248, -3.015, 3.502)
C (-0.444, -3.699, 2.106)
S (-0.197, -5.520, 2.127)
C (-0.704, -6.175, 0.537)
N (-0.156, -5.975, -0.666)
N (-0.894, -6.703, -1.546)
C (-1.855, -7.316, -0.871)
O (-1.778, -7.037, 0.467)
N (0.761, -0.293, 0.822)
N (0.880, -0.413, -0.479)
C (2.198, -0.178, -1.106)
C (3.316, 0.212, -0.085)
C (3.794, -0.966, 0.847)
F (5.172, -1.166, 0.872)
C (-0.182, -0.746, -1.231)
H (-3.102, -2.413, -1.296)
H (-2.388, -1.685, -2.774)
H (-3.542, -0.737, -1.696)
H (-2.641, -1.166, 1.176)
H (-0.044, 0.520, 3.152)
H (-1.563, -0.565, 3.268)
H (1.406, -1.620, 2.880)
H (0.728, -1.353, 4.500)
H (-1.209, -2.932, 4.069)
H (0.423, -3.668, 4.129)
H (0.269, -3.271, 1.356)
H (-1.492, -3.497, 1.773)
H (-2.617, -7.998, -1.298)
H (2.172, 0.630, -1.883)
H (2.547, -1.100, -1.642)
H (4.212, 0.534, -0.682)
H (3.003, 1.133, 0.471)
H (3.209, -1.898, 0.618)
H (3.495, -0.688, 1.894)
H (0.007, -0.805, -2.330)
C (-8.560, 1.728, -0.873)
C (-9.482, 2.582, -1.471)
C (-9.754, 2.472, -2.826)
C (-9.097, 1.516, -3.593)
C (-8.154, 0.675, -2.998)
C (-7.897, 0.777, -1.634)
C (-7.408, -0.318, -3.812)
O (-6.588, -1.055, -3.293)
C (-7.673, -0.392, -5.270)
C (-6.943, -1.277, -6.058)
C (-7.192, -1.363, -7.419)
C (-8.179, -0.571, -7.999)
C (-8.906, 0.317, -7.220)
C (-8.649, 0.416, -5.856)
C (-9.409, 1.395, -5.040)
O (-10.268, 2.090, -5.545)
H (-8.356, 1.809, 0.188)
H (-9.991, 3.333, -0.878)
H (-10.476, 3.136, -3.287)
H (-7.177, 0.118, -1.165)
H (-6.176, -1.898, -5.611)
H (-6.619, -2.049, -8.031)
H (-8.378, -0.644, -9.062)
H (-9.670, 0.935, -7.677)
C (8.226, 6.504, 1.796)
C (6.955, 6.088, 1.411)
C (6.481, 4.846, 1.804)
C (7.282, 4.007, 2.573)
C (8.566, 4.414, 2.939)
C (9.031, 5.669, 2.557)
C (9.451, 3.512, 3.718)
O (10.567, 3.867, 4.039)
C (8.950, 2.164, 4.089)
C (9.786, 1.285, 4.770)
C (9.324, 0.029, 5.133)
C (8.020, -0.351, 4.826)
C (7.185, 0.520, 4.143)
C (7.649, 1.776, 3.764)
C (6.758, 2.686, 3.003)
O (5.618, 2.353, 2.731)
H (8.592, 7.479, 1.496)
H (6.332, 6.737, 0.806)
H (5.489, 4.528, 1.507)
H (10.022, 5.994, 2.850)
H (10.800, 1.577, 5.014)
H (9.979, -0.656, 5.658)
H (7.658, -1.330, 5.117)
H (6.173, 0.218, 3.902)

***

5.
This record from OMol25 describes C42H36HfNP3Se2 as an isolated structure in a non-equilibrium geometry. The level of theory is ωB97M-V/def2-TZVPD.

## Properties
Electronic energy: -205484.895 eV
Total charge: +2
Relative energy (zero: lowest compared OMol25 entry of this formula, charge and spin): 0.0 kJ/mol
LUMO: -6.2 eV
Spin multiplicity: 1

Atoms and positions in Å:
Hf (-0.198, -0.158, 0.288)
C (-0.913, -1.349, -2.917)
P (-0.391, 0.312, -2.357)
C (-1.909, 1.291, -2.353)
C (-2.706, 1.240, -1.214)
C (-3.929, 1.886, -1.143)
C (-4.358, 2.616, -2.245)
C (-3.567, 2.698, -3.383)
C (-2.348, 2.039, -3.443)
C (0.791, 1.000, -3.505)
C (1.799, 1.850, -3.052)
C (2.695, 2.396, -3.958)
C (2.590, 2.091, -5.307)
C (1.592, 1.239, -5.762)
C (0.691, 0.691, -4.863)
C (-1.598, -1.988, -1.754)
C (-2.744, -2.709, -1.686)
C (-2.906, -3.137, -0.332)
C (-1.856, -2.666, 0.387)
C (-1.440, -2.974, 1.789)
P (-0.784, -1.471, 2.633)
C (-2.207, -0.707, 3.427)
C (-3.020, -1.410, 4.318)
C (-4.158, -0.815, 4.833)
C (-4.501, 0.481, 4.461)
C (-3.701, 1.189, 3.579)
C (-2.554, 0.594, 3.069)
C (0.386, -2.061, 3.867)
C (1.413, -2.917, 3.464)
C (2.300, -3.421, 4.400)
C (2.168, -3.071, 5.739)
C (1.159, -2.209, 6.138)
C (0.269, -1.696, 5.205)
N (-1.018, -1.893, -0.468)
H (-0.018, -1.905, -3.215)
H (-1.580, -1.284, -3.778)
H (-2.403, 0.685, -0.312)
H (-4.534, 1.823, -0.251)
H (-5.310, 3.127, -2.214)
H (-3.903, 3.278, -4.231)
H (-1.737, 2.113, -4.334)
H (1.884, 2.085, -1.997)
H (3.478, 3.055, -3.610)
H (3.292, 2.516, -6.011)
H (1.517, 1.000, -6.813)
H (-0.081, 0.025, -5.226)
H (-3.398, -2.932, -2.512)
H (-3.697, -3.761, 0.051)
H (-0.657, -3.738, 1.813)
H (-2.285, -3.356, 2.367)
H (-2.768, -2.423, 4.610)
H (-4.783, -1.362, 5.524)
H (-5.393, 0.937, 4.867)
H (-3.958, 2.201, 3.299)
H (-1.906, 1.184, 2.421)
H (1.514, -3.207, 2.425)
H (3.083, -4.097, 4.087)
H (2.852, -3.478, 6.471)
H (1.055, -1.940, 7.180)
H (-0.516, -1.023, 5.525)
Se (2.341, -0.622, 0.544)
P (2.181, 1.374, 1.516)
Se (0.347, 2.385, 0.797)
C (2.131, 1.175, 3.290)
C (3.172, 0.462, 3.895)
C (3.236, 0.382, 5.272)
C (2.269, 1.013, 6.049)
C (1.230, 1.704, 5.452)
C (1.154, 1.787, 4.067)
C (3.612, 2.333, 1.027)
C (3.487, 3.715, 0.885)
C (4.608, 4.478, 0.602)
C (5.845, 3.866, 0.460)
C (5.968, 2.489, 0.597)
C (4.854, 1.717, 0.878)
H (3.930, -0.032, 3.299)
H (4.041, -0.166, 5.741)
H (2.331, 0.961, 7.128)
H (0.479, 2.190, 6.059)
H (0.346, 2.341, 3.605)
H (2.527, 4.202, 0.998)
H (4.514, 5.549, 0.491)
H (6.718, 4.464, 0.239)
H (6.932, 2.017, 0.477)
H (4.964, 0.643, 0.962)